{
  "formula": "C6H17NO",
  "method": "the ωB97M-V functional and the def2-TZVPD basis",
  "elements": ["C", "C", "C", "C", "C", "C", "N", "H", "H", "H", "H", "H", "H", "H", "H", "H", "H", "H", "H", "H", "H", "H", "H", "H", "O"],
  "coordinates": [[-0.76224, -0.54772, -2.44584], [-1.47484, -1.39064, -1.35929], [-0.56937, -1.58137, -0.13364], [0.26796, -0.37202, 0.30186], [-0.37846, 0.97385, 0.62564], [-0.59821, 1.17717, 2.12177], [0.56881, 0.89880, 2.91211], [0.23906, -0.90047, -2.61518], [-0.61147, 0.49451, -2.15977], [-1.35701, -0.56809, -3.35578], [-1.63340, -2.31014, -1.91075], [-2.40741, -0.91918, -1.07437], [0.02598, -2.48812, -0.24095], [-1.20526, -1.85584, 0.71901], [0.74303, -0.84313, 1.16709], [1.11348, -0.29610, -0.38171], [-1.35358, 0.92278, 0.12680], [0.20970, 1.78083, 0.19571], [-0.83265, 2.20839, 2.25240], [-1.47658, 0.57090, 2.36957], [0.81330, -0.04946, 3.12356], [0.74684, 1.50153, 3.65346], [3.66566, 0.66563, -0.82381], [3.18386, 1.53044, -2.00935], [3.08279, 1.39744, -1.05855]],
  "atomic_forces_ev_per_a": [[-0.617, 0.568, 0.618], [1.486, 0.718, -0.790], [-1.579, 0.017, 0.270], [1.247, -1.612, 0.114], [-0.205, -1.059, -0.473], [-0.052, -0.771, -0.592], [0.360, -0.652, -1.146], [0.392, -0.533, -0.337], [-0.258, 0.086, 0.090], [0.184, 0.027, -0.219], [-0.565, -0.541, 0.562], [-0.311, -0.071, -0.103], [0.529, 0.259, -0.264], [-0.182, 0.086, -0.041], [0.279, 0.698, 0.370], [-0.124, 0.463, -0.209], [-0.039, 0.590, 0.074], [0.059, 0.042, -0.002], [-0.433, 0.777, 0.348], [-0.047, 0.056, 0.430], [-0.245, -0.130, -0.008], [0.126, 0.965, 1.324], [-0.074, 0.129, -0.126], [0.060, -0.115, 0.203], [0.009, 0.004, -0.094]],
  "multiplicity": 1,
  "homo_energy_ev": -8.70,
  "e_above_lowest_kcal_mol": 20.3,
  "smiles": "CCCCCCN.O",
  "energy_ha": -368.76853
}

---

{
  "formula": "C6H17NO",
  "method": "the ωB97M-V functional and the def2-TZVPD basis",
  "elements": ["C", "C", "C", "N", "C", "C", "C", "H", "H", "H", "H", "H", "H", "H", "H", "H", "H", "H", "H", "H", "H", "H", "H", "H", "O"],
  "coordinates": [[1.24650, -0.04206, -1.41847], [2.04069, 1.11326, -2.04941], [-0.09002, 0.42559, -0.77051], [-0.17067, -0.17617, 0.54796], [0.11268, -2.07774, 2.00674], [-0.60490, -1.57153, 0.73006], [-2.11272, -1.66070, 0.81375], [1.08234, -0.77360, -2.20997], [1.76270, -0.50464, -0.60734], [1.77026, 2.10470, -1.68549], [3.05449, 1.11013, -1.62902], [2.11708, 1.04744, -3.12956], [-0.94530, 0.29114, -1.45334], [-0.07815, 1.51793, -0.67316], [-0.63783, 0.41313, 1.22614], [0.80906, -2.88360, 1.77237], [0.68909, -1.28967, 2.47991], [-0.63444, -2.48658, 2.69087], [-0.20140, -2.11702, -0.12250], [-2.50585, -2.67476, 0.96332], [-2.52480, -0.96371, 1.54134], [-2.59818, -1.51976, -0.16094], [0.19484, 3.15665, 0.97480], [-1.09352, 2.83846, 0.29333], [-0.28457, 3.35430, 0.15626]],
  "atomic_forces_ev_per_a": [[-1.138, 1.016, -0.888], [1.167, 0.001, 1.122], [0.347, 0.033, -0.576], [-0.326, 0.329, 0.215], [-0.590, -0.610, -0.249], [0.903, 0.911, 0.332], [-0.815, -1.057, -1.105], [-0.111, -0.259, 0.187], [0.677, -0.326, 0.349], [-0.819, 0.034, -0.458], [0.211, -0.463, -0.479], [-0.129, 0.282, -0.047], [-0.093, -0.613, 0.170], [0.407, -0.631, 0.185], [-0.100, -0.013, -0.095], [0.002, -0.016, -0.007], [-0.134, 0.129, 0.069], [0.202, 0.051, 0.224], [-0.254, -0.112, -0.131], [0.420, -0.008, 0.831], [-0.035, -0.093, 0.094], [0.317, 0.870, -0.004], [0.160, 0.241, -0.251], [0.025, 0.338, -0.258], [-0.295, -0.034, 0.769]],
  "multiplicity": 1,
  "homo_energy_ev": -8.45,
  "e_above_lowest_kcal_mol": 28.7,
  "smiles": "CCCNC(C)C.O",
  "energy_ha": -368.75505
}

---

{
  "formula": "C6H17NO",
  "method": "the ωB97M-V functional and the def2-TZVPD basis",
  "elements": ["C", "C", "N", "C", "C", "C", "C", "H", "H", "H", "H", "H", "H", "H", "H", "H", "H", "H", "H", "H", "H", "H", "H", "H", "O"],
  "coordinates": [[0.67527, 0.93756, -2.64876], [0.35534, 1.61685, -1.27422], [0.76556, 0.84336, -0.09237], [-0.01500, -2.37155, 1.82285], [0.60534, -0.97079, 1.56425], [0.48039, -0.57967, 0.09128], [1.31341, -1.53828, -0.79466], [0.57857, -0.11826, -2.49034], [1.64094, 1.20032, -3.11929], [0.07459, 1.41983, -3.41040], [-0.67653, 1.90338, -1.35223], [0.85180, 2.61291, -1.14035], [1.65234, 1.17119, 0.26159], [-0.65652, -2.41161, 2.69511], [-0.63402, -2.73283, 0.98382], [0.74153, -3.12142, 2.01359], [1.65446, -1.04137, 1.96870], [0.19290, -0.13994, 2.18596], [-0.61375, -0.63049, -0.14018], [2.01388, -2.13639, -0.11727], [0.67377, -2.30045, -1.26230], [1.98079, -0.92387, -1.37903], [-4.62994, 2.37976, 1.97428], [-4.30319, 3.71993, 2.18779], [-4.72193, 3.21184, 1.47218]],
  "atomic_forces_ev_per_a": [[0.746, 1.940, 0.221], [1.820, 0.151, -0.410], [-0.295, 0.654, 0.079], [-0.377, 0.201, -0.179], [0.337, 0.130, 1.181], [-0.497, 0.780, -0.058], [0.664, -1.053, 2.095], [-0.389, -0.322, -0.820], [0.301, -0.532, 0.985], [-1.023, -0.616, -0.107], [-0.928, -0.420, 0.734], [-0.146, -0.827, -0.381], [0.008, -0.351, -0.044], [-0.168, 0.271, 0.229], [0.277, 0.253, 0.192], [0.284, -0.160, -0.177], [-0.565, 0.272, -0.970], [-0.270, -0.807, -0.449], [0.712, -0.359, -0.013], [-0.848, 0.664, -0.754], [0.476, 0.513, -0.555], [-0.122, -0.381, -0.795], [-0.491, -0.282, -0.979], [-0.163, 0.846, -0.683], [0.658, -0.565, 1.657]],
  "multiplicity": 1,
  "homo_energy_ev": -8.31,
  "e_above_lowest_kcal_mol": 36.2,
  "smiles": "CCN[C@@H](C)CC.O",
  "energy_ha": -368.74319
}